## A
Density functional theory data (wB97M-V/def2-TZVPD) for one molecule with the formula C7H9N.

Results
LUMO energy: 0.023 hartree
E_HOMO: -7.90 eV
SMILES string: C1=C[C@@H]2C[C@@H]2C=NC1
Total charge: 0
Gap between HOMO and LUMO: 8.52 eV

Cartesian coordinates (Å):
C 0.21451 -1.01852 1.50555
C -1.35306 -0.23988 -0.59076
H 0.51078 0.10936 1.96795
H -0.53084 2.10022 -2.12086
H 0.23893 2.67337 -0.45314
N 0.64995 0.56619 -1.17543
C 1.28530 0.17450 -0.16389
C -0.67557 -1.18865 0.17871
C -0.28039 1.82599 -1.12098
H 0.35859 -1.73662 2.36927
H -1.80634 -0.59871 -1.52401
H 1.43880 -2.31275 -0.02136
H 1.61157 0.93963 0.49114
H -0.73524 1.22310 0.70535
C -1.18992 1.03878 -0.28907
C 1.08002 -1.23897 0.30902
H -0.81707 -2.31703 -0.06749

---

## B
Density functional theory data (wB97M-V/def2-TZVPD) for a 2-piece molecular cluster, C7H9N overall.

Results
LUMO energy: 0.032 hartree
E_HOMO: -9.50 eV
SMILES string: c1ccncc1.C=C
Total charge: 0
Gap between HOMO and LUMO: 10.37 eV

Cartesian coordinates (Å):
H 2.25827 1.62046 -1.06867
C 1.24983 1.41561 -0.88370
H -1.48536 1.76992 0.94712
N 0.67029 0.44672 -1.72807
H -2.55923 0.29413 -0.62236
H 1.94456 -1.93780 0.74202
C -1.49366 0.68144 -0.77965
H 0.79207 2.27907 1.04453
C -0.60849 0.05185 -1.61370
H -1.04501 -0.63248 -2.39594
C -0.18038 -2.29141 0.93178
C 0.45095 1.79921 0.11534
H -0.15444 -2.88349 0.10343
C 0.98848 -1.58313 1.33361
C -0.88319 1.41712 0.20673
H 1.24312 -0.61397 2.16148
H -1.18782 -1.83326 1.50604

---

Least stable structure among those shown: A.